Density functional theory data (wB97M-V/def2-TZVPD) for a structure of composition C35H29N6O12S3Se3Ta.

```
89
Properties=species:S:1:pos:R:3:forces:R:3
Ta -1.4378 0.9240 -1.5313 0.227 0.635 -0.432
O -2.5906 1.1438 -3.6043 -0.036 0.222 -0.152
C -2.3669 1.9351 -4.7775 -0.016 0.017 -0.023
C -0.8808 1.9169 -5.0851 0.026 -0.022 -0.043
C -0.7405 2.2878 -6.5734 0.015 0.005 0.011
O 0.6017 2.3945 -7.0022 0.011 -0.024 0.020
C -0.3341 0.4984 -4.9047 -0.026 -0.021 -0.015
Se 0.2624 -0.0288 -3.1081 0.013 0.121 0.137
C -0.1245 2.9469 -4.2349 -0.041 0.054 -0.043
Se -0.9072 3.3405 -2.4835 0.108 -0.078 0.249
H -3.5266 1.1527 -3.3676 -0.005 -0.028 0.012
H -2.7272 2.9540 -4.6234 0.011 0.001 0.017
H -2.9250 1.4661 -5.5934 -0.005 -0.001 0.003
H -1.2904 3.2181 -6.7687 0.002 0.003 0.012
H -1.1854 1.5019 -7.1869 -0.004 0.005 -0.003
H 1.0293 3.1122 -6.5236 -0.006 0.020 -0.019
H 0.5699 0.3931 -5.5029 -0.003 0.007 -0.005
H -1.0616 -0.2367 -5.2502 0.000 0.000 0.014
H -0.1265 3.9186 -4.7364 0.000 -0.007 -0.003
H 0.9081 2.6324 -4.0824 -0.008 -0.018 0.027
Se 6.2704 -0.6893 3.7965 0.039 -0.008 0.043
N 5.8321 0.6774 2.7386 -0.014 0.039 -0.038
C 4.9183 0.2443 1.9139 0.005 -0.003 0.024
C 4.2971 1.0738 0.8871 0.012 0.007 -0.002
C 4.6224 2.4201 0.7290 -0.008 0.003 -0.007
C 3.9796 3.1496 -0.2462 0.007 -0.012 -0.001
C 3.0416 2.4958 -1.0444 0.004 0.015 -0.001
N 2.7308 1.2180 -0.9139 -0.015 0.018 -0.002
C 3.3319 0.5081 0.0443 -0.016 0.000 0.016
C 2.8964 -0.8997 0.2262 -0.058 0.045 0.023
N 1.8928 -1.3348 -0.5416 0.063 -0.016 -0.084
C 1.4530 -2.5660 -0.3592 -0.019 -0.008 0.015
C 1.9768 -3.4427 0.5922 -0.010 0.005 0.005
C 3.0051 -2.9999 1.3892 -0.008 0.010 0.011
C 3.4788 -1.6992 1.2135 -0.004 -0.011 0.018
C 4.5208 -1.1378 2.0666 0.010 0.002 0.008
N 5.1229 -1.8055 3.0122 -0.030 -0.033 -0.026
H 5.3645 2.8643 1.3796 -0.001 0.001 0.004
H 4.1883 4.2001 -0.3956 0.002 0.002 -0.001
H 2.5034 3.0384 -1.8165 -0.001 -0.005 -0.002
H 0.6224 -2.8749 -0.9840 0.011 -0.004 -0.016
H 1.5603 -4.4335 0.7056 -0.010 0.004 0.000
H 3.4418 -3.6239 2.1577 0.007 0.001 -0.002
O -3.3773 1.8854 -1.1398 -0.294 -0.247 -0.129
S -3.7080 1.3287 0.2316 0.114 -0.036 0.023
O -4.4321 2.2443 1.0428 0.033 0.026 -0.019
O -2.3824 0.8603 0.6712 -0.047 0.093 0.016
C -4.6276 -0.2045 0.2091 0.001 -0.009 0.044
C -5.9064 -0.1465 0.7309 0.027 0.019 0.017
C -6.6143 -1.3172 0.9819 0.002 -0.030 -0.006
C -6.0283 -2.5439 0.7396 -0.023 0.017 0.020
C -4.7463 -2.6126 0.2040 0.065 -0.015 0.022
C -4.0424 -1.4561 -0.0634 -0.002 0.010 -0.021
S -2.5924 -1.6407 -1.1017 -0.049 0.069 0.260
O -2.5969 -2.9591 -1.6230 0.034 -0.005 -0.014
O -2.9158 -0.5260 -2.0638 -0.051 -0.205 -0.013
O -1.3044 -1.1357 -0.5692 -0.026 -0.259 0.443
H -6.3279 0.8185 0.9743 -0.003 -0.001 -0.003
H -7.6170 -1.2580 1.3833 0.001 -0.001 0.004
H -6.5637 -3.4594 0.9521 -0.004 0.000 -0.002
H -4.2868 -3.5638 -0.0199 -0.003 -0.006 -0.003
S -1.9419 -3.4711 2.1224 0.009 0.045 -0.063
C -2.3332 -2.0735 2.9595 0.004 -0.131 0.023
N -1.3965 -1.1040 3.1745 0.073 0.043 -0.101
C -1.6055 0.0354 3.8733 0.004 0.054 -0.067
C -2.8205 0.3054 4.4137 0.017 0.034 -0.009
C -3.8505 -0.6385 4.2073 -0.022 -0.038 -0.012
C -3.6158 -1.7884 3.5147 -0.038 0.035 -0.012
H -0.4993 -1.2290 2.7144 -0.058 0.005 -0.014
H -0.7536 0.6933 3.9502 0.034 0.036 -0.038
H -2.9843 1.2189 4.9637 0.005 -0.005 0.001
H -4.8377 -0.4493 4.6111 0.005 -0.004 0.005
H -4.3893 -2.5277 3.3675 0.003 0.000 -0.008
O 0.6226 0.4263 1.6198 -0.085 -0.030 0.027
C 0.3552 1.4319 1.0100 0.037 -0.075 0.145
O -0.1325 1.4479 -0.2180 -0.084 -0.324 -0.275
C 0.5817 2.7927 1.5887 0.070 -0.006 -0.002
C 1.4947 2.9084 2.6332 -0.018 0.012 -0.006
C 1.7413 4.1435 3.2051 0.001 -0.009 0.001
C 1.0447 5.2373 2.7225 -0.050 -0.007 0.044
C 0.1277 5.1488 1.6921 -0.002 0.002 0.006
C -0.0949 3.9100 1.1143 0.018 -0.022 0.011
N 1.2947 6.5600 3.3351 0.182 0.004 -0.217
O 0.6569 7.5020 2.9150 -0.087 0.026 0.053
O 2.1476 6.6264 4.1953 -0.034 -0.010 0.109
H 2.0144 2.0240 2.9777 -0.004 0.001 0.001
H 2.4539 4.2708 4.0059 0.000 -0.002 0.002
H -0.3893 6.0340 1.3541 -0.002 -0.001 0.001
H -0.7935 3.8169 0.2953 0.017 0.002 0.012
```
Positions in Å, forces in eV/Å.

E_tot = -300373.8920 eV
multiplicity = 1
gap between HOMO and LUMO = 0.247 Eh
highest occupied orbital energy = -7.8 eV